Entry 1:
Molecular formula: C9H27F4N2NiO20P3S4
Method: DFT, wB97M-V/def2-TZVPD

As for the gap between HOMO and LUMO (alpha / beta): 9.5904 / 9.1593 eV. The highest occupied orbital energy (alpha / beta) comes out at -10.61 / -10.59 eV. Its expectation value of S² is 2.00.

Structure (ORCA input):
```
! wB97M-V def2-TZVPD RIJCOSX def2/J DEFGRID3
* xyz 0 3
Ni -0.385 0.773 0.143
N 0.177 2.030 -1.207
S -0.442 3.235 -1.919
O -1.149 2.917 -3.128
O 0.120 4.606 -1.706
F -1.654 3.298 -0.818
S 1.462 1.944 -2.371
O 2.636 2.799 -2.085
O 1.187 1.496 -3.757
F 1.950 0.510 -1.739
N -1.548 0.907 1.721
S -1.881 2.270 2.728
O -1.228 2.282 4.039
O -3.170 2.944 2.542
F -0.833 3.282 1.965
S -2.229 -0.070 2.709
O -3.574 0.229 3.168
O -1.259 -0.795 3.524
F -2.511 -1.198 1.633
C 2.438 0.572 4.103
O 3.323 0.831 2.948
P 2.721 1.593 1.631
O 1.459 1.022 1.142
O 2.618 3.114 2.131
C 2.305 4.122 1.160
O 3.961 1.620 0.562
C 5.184 2.212 0.816
H 1.391 0.858 4.001
H 2.714 1.240 4.919
H 2.503 -0.455 4.461
H 3.121 4.845 1.142
H 1.396 4.567 1.564
H 2.173 3.789 0.131
H 6.073 1.625 0.584
H 5.237 2.521 1.860
H 5.211 3.105 0.191
C -4.664 1.088 -0.591
O -4.325 0.264 -1.753
P -3.028 -0.702 -1.710
O -1.797 -0.134 -1.089
O -3.606 -1.991 -0.963
C -2.972 -3.262 -1.156
O -2.883 -1.171 -3.234
C -3.856 -1.664 -4.104
H -4.154 2.051 -0.626
H -4.458 0.463 0.278
H -5.729 1.297 -0.487
H -3.714 -3.890 -1.649
H -2.591 -3.620 -0.199
H -2.151 -3.299 -1.872
H -4.849 -1.502 -3.685
H -3.651 -2.727 -4.228
H -3.742 -1.225 -5.095
C 0.447 -5.026 0.540
O 0.362 -3.682 0.972
P 0.756 -2.488 -0.080
O 0.199 -1.158 0.229
O 2.355 -2.669 -0.175
C 3.189 -1.841 0.691
O 0.267 -3.165 -1.496
C 0.770 -2.563 -2.658
H -0.537 -5.443 0.753
H 1.143 -5.493 1.237
H 0.754 -5.237 -0.485
H 3.688 -1.019 0.179
H 3.940 -2.482 1.153
H 2.669 -1.348 1.512
H 1.222 -3.267 -3.357
H 1.477 -1.749 -2.500
H -0.023 -1.992 -3.140
*
```

***

Entry 2:
Molecular formula: C21H39CrN4O5S2Si3
Method: DFT, wB97M-V/def2-TZVPD

As for the gap between HOMO and LUMO (alpha / beta): 7.4030 / 8.6162 eV. The highest occupied orbital energy (alpha / beta) comes out at -8.28 / -8.36 eV. Its expectation value of S² is 3.83. The energy above the lowest of the compared OMol25 structures with the same formula, charge and spin comes out at 0.937 eV.

Structure (ORCA input):
```
! wB97M-V def2-TZVPD RIJCOSX def2/J DEFGRID3
* xyz 0 4
Cr -0.610 0.173 -0.050
C -1.654 -1.192 2.853
O -1.246 -0.094 2.050
Si -0.423 1.290 2.589
C 1.186 0.679 3.289
C -1.375 2.187 3.920
C -0.396 2.010 0.903
Si 1.251 2.825 0.497
C 1.625 4.055 1.883
C 1.253 3.860 -1.058
C 2.654 1.574 0.418
Si -1.939 2.941 0.390
C -1.991 4.655 1.152
C -2.125 3.126 -1.469
C -3.500 2.011 0.893
H -1.949 -0.825 3.838
H -0.846 -1.919 2.960
H -2.518 -1.665 2.385
H 0.983 0.238 4.270
H 1.936 1.454 3.436
H 1.627 -0.094 2.659
H -1.387 1.603 4.842
H -2.398 2.431 3.648
H -0.864 3.125 4.149
H 0.938 4.900 1.822
H 2.636 4.447 1.747
H 1.573 3.660 2.898
H 0.599 4.727 -0.965
H 1.009 3.304 -1.960
H 2.271 4.240 -1.177
H 3.291 1.638 1.302
H 3.268 1.793 -0.457
H 2.350 0.527 0.336
H -1.154 5.258 0.801
H -1.958 4.638 2.242
H -2.908 5.166 0.850
H -1.325 3.693 -1.935
H -3.068 3.644 -1.660
H -2.180 2.161 -1.976
H -3.614 1.857 1.964
H -3.542 1.022 0.436
H -4.372 2.562 0.535
N -0.434 -1.597 -2.858
C -0.131 -0.448 -3.680
C 0.396 0.757 -2.908
O 1.044 1.617 -3.463
O 0.179 0.765 -1.615
H 0.407 -2.075 -2.553
H -0.989 -2.260 -3.384
H -1.052 -0.110 -4.168
H 0.592 -0.620 -4.488
N 3.315 -5.695 -3.954
C 2.872 -5.075 -2.797
C 3.240 -3.752 -2.522
C 2.764 -3.115 -1.395
C 1.906 -3.782 -0.526
C 1.539 -5.093 -0.786
C 2.020 -5.738 -1.914
S 1.241 -2.925 0.856
O 0.588 -3.902 1.694
O 2.264 -2.073 1.397
N 0.137 -1.957 0.198
C -1.130 -2.333 0.097
S -1.947 -3.848 0.181
C -3.429 -3.053 -0.232
C -3.243 -1.724 -0.392
N -1.954 -1.329 -0.192
H 4.151 -5.313 -4.365
H 3.306 -6.701 -3.949
H 3.906 -3.229 -3.196
H 3.063 -2.097 -1.180
H 0.888 -5.610 -0.096
H 1.735 -6.763 -2.109
H -4.347 -3.605 -0.316
H -4.004 -1.001 -0.636
*
```

***

Entry 3:
Molecular formula: C38H58AsClCsN5O4Si3Te
Method: DFT, wB97M-V/def2-TZVPD

As for the gap between HOMO and LUMO: 8.0781 eV. The highest occupied orbital energy comes out at -8.01 eV. The energy above the lowest of the compared OMol25 structures with the same formula, charge and spin comes out at 0.620 eV.

Structure (ORCA input):
```
! wB97M-V def2-TZVPD RIJCOSX def2/J DEFGRID3
* xyz 0 1
Cs -0.935 -0.352 -1.787
Cl -5.092 4.557 -2.418
C -4.642 3.315 -1.303
C -5.010 3.397 0.027
C -4.608 2.378 0.876
C -3.858 1.336 0.358
N -3.495 1.266 -0.923
C -3.878 2.243 -1.740
H -5.586 4.242 0.383
H -4.865 2.400 1.927
H -3.518 0.523 0.991
H -3.552 2.187 -2.774
C -4.224 -3.558 1.506
Si -3.454 -2.584 2.908
C -3.208 -3.726 4.374
C -4.620 -1.195 3.397
As -1.494 -1.625 2.036
Si -0.908 -0.073 3.707
C 0.947 0.183 3.670
C -1.424 -0.562 5.445
C -1.736 1.556 3.279
Si 0.132 -3.297 2.373
C -0.490 -4.812 1.462
C 1.747 -2.712 1.621
C 0.489 -3.739 4.161
H -5.189 -3.973 1.813
H -3.582 -4.388 1.196
H -4.389 -2.921 0.633
H -4.184 -4.063 4.736
H -2.690 -3.231 5.197
H -2.635 -4.615 4.093
H -5.565 -1.617 3.750
H -4.845 -0.542 2.550
H -4.211 -0.579 4.201
H 1.483 -0.658 4.115
H 1.196 1.078 4.251
H 1.310 0.324 2.649
H -1.036 -1.542 5.725
H -2.511 -0.591 5.552
H -1.041 0.170 6.163
H -1.416 1.911 2.296
H -1.475 2.318 4.020
H -2.824 1.464 3.264
H -0.760 -4.577 0.429
H -1.370 -5.235 1.955
H 0.285 -5.585 1.440
H 1.603 -2.187 0.672
H 2.392 -3.576 1.429
H 2.280 -2.042 2.299
H -0.375 -4.170 4.670
H 0.814 -2.864 4.728
H 1.304 -4.469 4.194
Te 1.426 -3.140 -2.285
C 3.279 -4.092 -2.598
C 3.475 -4.906 -3.709
C 4.704 -5.518 -3.908
C 5.731 -5.337 -2.991
C 5.532 -4.534 -1.878
C 4.310 -3.901 -1.685
C 1.363 -2.011 -4.061
C 2.325 -1.037 -4.316
C 2.201 -0.225 -5.431
C 1.117 -0.373 -6.286
C 0.169 -1.352 -6.043
C 0.290 -2.176 -4.930
H 2.672 -5.056 -4.420
H 4.857 -6.143 -4.779
H 6.687 -5.821 -3.147
H 6.333 -4.387 -1.164
H 4.163 -3.256 -0.827
H 3.158 -0.905 -3.637
H 2.923 0.560 -5.612
H 1.000 0.305 -7.120
H -0.678 -1.467 -6.707
H -0.452 -2.942 -4.737
C 3.421 2.880 2.531
N 2.492 3.147 1.442
C 1.444 4.084 1.787
C 2.171 2.132 0.550
N 0.983 1.857 0.141
N 3.256 1.414 0.070
C 2.939 0.310 -0.818
C 4.443 2.144 -0.360
H 4.058 3.749 2.709
H 4.047 2.025 2.293
H 2.881 2.657 3.458
H 1.895 4.947 2.277
H 0.701 3.657 2.476
H 0.937 4.432 0.888
H 0.292 2.379 0.672
H 2.025 -0.160 -0.478
H 3.758 -0.411 -0.816
H 2.766 0.657 -1.844
H 4.324 2.512 -1.386
H 5.304 1.475 -0.334
H 4.642 2.993 0.284
O 0.427 2.495 -5.252
C -0.174 2.309 -4.194
O -0.445 1.208 -3.617
C -0.707 3.540 -3.459
C -1.087 4.671 -4.172
C -1.659 5.754 -3.525
C -1.814 5.695 -2.150
C -1.394 4.606 -1.405
C -0.848 3.525 -2.074
N -2.474 6.811 -1.456
O -2.702 6.685 -0.266
O -2.804 7.777 -2.113
H -0.938 4.677 -5.244
H -1.995 6.629 -4.063
H -1.530 4.610 -0.332
H -0.508 2.656 -1.526
*
```

***

Entry 4:
Molecular formula: C6H14N2O2
Method: DFT, wB97M-V/def2-TZVPD

As for the gap between HOMO and LUMO: 8.7446 eV. The highest occupied orbital energy comes out at -8.06 eV. Its SMILES is C=C(C)N(C)N.CC(=O)O. The energy above the lowest of the compared OMol25 structures with the same formula, charge and spin comes out at 5.745 eV.

Structure (ORCA input):
```
! wB97M-V def2-TZVPD RIJCOSX def2/J DEFGRID3
* xyz 0 1
C -0.444 -2.143 0.861
C -0.371 -0.802 0.673
C -0.740 0.118 1.809
N -0.526 -0.172 -0.741
C -1.539 0.887 -0.846
N -0.774 -1.124 -1.773
H -0.478 -2.500 1.879
H -0.160 -2.868 0.115
H -0.418 1.148 1.670
H -0.272 -0.238 2.725
H -1.821 0.165 1.934
H -1.736 1.073 -1.899
H -1.221 1.803 -0.355
H -2.476 0.545 -0.410
H -1.192 -1.945 -1.334
H 0.138 -1.387 -2.147
C 1.744 1.776 -0.223
C 1.380 0.522 -0.986
O 1.846 0.294 -2.070
O 1.645 -0.757 0.126
H 1.094 1.969 0.625
H 1.748 2.651 -0.873
H 2.755 1.646 0.158
H 1.818 -0.661 1.081
*
```

***

Entry 5:
Molecular formula: C3H4S2
Method: DFT, wB97M-V/def2-TZVPD

As for the gap between HOMO and LUMO (alpha / beta): 7.0015 / 7.0002 eV. The highest occupied orbital energy (alpha / beta) comes out at -8.16 / -8.16 eV. The energy above the lowest of the compared OMol25 structures with the same formula, charge and spin comes out at 4.359 eV.

Structure (ORCA input):
```
! wB97M-V def2-TZVPD RIJCOSX def2/J DEFGRID3
* xyz 0 1
C -0.216 -2.008 0.960
C 0.424 0.373 -1.135
C -0.178 1.170 -0.113
S 0.083 -0.892 2.084
S -0.591 1.350 1.507
H -0.220 -2.500 -0.028
H 0.425 0.903 -2.033
H 0.863 -0.525 -0.826
H -0.588 2.129 -0.416
*
```

***

Entry 6:
Molecular formula: C4H8O2
Method: DFT, wB97M-V/def2-TZVPD

As for the gap between HOMO and LUMO: 10.3887 eV. The highest occupied orbital energy comes out at -9.56 eV. Its SMILES is OC/C=C/CO. The energy above the lowest of the compared OMol25 structures with the same formula, charge and spin comes out at 1.786 eV.

Structure (ORCA input):
```
! wB97M-V def2-TZVPD RIJCOSX def2/J DEFGRID3
* xyz 0 1
O 1.706 1.324 1.285
C 0.413 0.916 1.676
C -0.334 0.177 0.597
C 0.005 0.190 -0.690
C -0.659 -0.683 -1.723
O -1.400 -1.742 -1.156
H 2.167 0.529 0.984
H 0.450 0.279 2.575
H -0.116 1.831 1.965
H -1.182 -0.428 0.915
H 0.825 0.825 -1.028
H 0.111 -1.063 -2.415
H -1.369 -0.112 -2.331
H -0.809 -2.187 -0.533
*
```